1.
Formula: NO4S2
Source: OMol25
Level of theory: wB97M-V/def2-TZVPD

The geometry in XYZ format:
```
7
Properties=species:S:1:pos:R:3:forces:R:3
N -0.7787 0.3624 0.0276 0.3 1.7 -0.5
O 0.9237 -1.1374 1.2809 -0.4 0.9 -2.7
O -1.2150 0.7589 1.0805 -0.5 -0.5 0.1
O -1.1230 0.7306 -1.0756 -1.0 -0.3 0.0
O 0.8921 -1.1167 -1.2576 -0.4 -0.6 -0.2
S 2.0110 1.1573 -0.0053 0.2 0.4 -0.1
S 0.8888 -0.4029 -0.0200 1.8 -1.6 3.4
```
Forces are in eV/Å.

The calculation puts the lowest unoccupied orbital energy at 3.62 eV. The value obtained for the energy above the lowest of the compared OMol25 structures with the same formula, charge and spin is 47.4 kcal/mol. The orbital gap is 8.4 eV. As for the highest occupied orbital energy: -4.8 eV. As for the total charge: -1. As for the spin multiplicity: 1.

---

2.
Formula: NO5S
Source: OMol25
Level of theory: wB97M-V/def2-TZVPD

The geometry in XYZ format:
```
7
Properties=species:S:1:pos:R:3:forces:R:3
N -1.4332 0.6472 0.1923 -2.4 -0.4 1.3
O 1.6746 1.0134 -0.6177 -0.9 -1.1 0.5
O -2.5187 0.1351 0.4549 2.4 1.1 -1.2
O 1.2035 -1.3882 -0.7154 1.2 -1.9 -0.7
O 0.7792 -0.1530 1.3770 0.6 -0.1 -1.5
O -0.6879 -0.0989 -0.6164 -0.6 0.0 0.0
S 0.9825 -0.1556 -0.0747 -0.3 2.4 1.6
```
Forces are in eV/Å.

The calculation puts the lowest unoccupied orbital energy at 4.17 eV. The value obtained for the energy above the lowest of the compared OMol25 structures with the same formula, charge and spin is 2.5 kcal/mol. The orbital gap is 10.1 eV. As for the highest occupied orbital energy: -6.0 eV. As for the total charge: -1. As for the spin multiplicity: 1.